# C41H49CoN5O5SSi

A molecular structure, C41H49CoN5O5SSi (the ωB97M-V functional and the def2-TZVPD basis, the Open Molecules 2025 dataset).

Last column: Mulliken spin population.
Element x y z (Å)
Co (0.250, 0.456, 0.249)  0.010
C (1.892, 2.062, -3.835)  -0.001
O (1.522, 2.739, -2.649)  0.002
C (1.106, 4.033, -2.740)  0.000
C (0.505, 4.585, -3.863)  -0.001
C (0.076, 5.904, -3.855)  0.000
C (0.229, 6.673, -2.713)  0.001
C (0.804, 6.117, -1.581)  0.000
C (1.253, 4.802, -1.580)  -0.001
N (1.859, 4.270, -0.420)  -0.001
C (1.735, 2.889, -0.049)  0.000
N (2.913, 2.273, -0.127)  0.002
C (3.173, 0.927, 0.171)  0.005
C (2.136, 0.034, 0.405)  -0.007
C (2.542, -1.227, 0.866)  0.004
C (3.871, -1.598, 0.968)  -0.001
C (4.882, -0.705, 0.626)  0.000
C (4.525, 0.572, 0.248)  -0.005
O (5.436, 1.550, -0.108)  0.000
C (6.556, 1.692, 0.751)  0.000
N (0.643, 2.334, 0.394)  -0.008
C (-0.600, 3.081, 0.168)  0.011
C (-0.681, 1.044, -1.329)  -0.023
C (-3.350, 1.442, -1.742)  0.799
C (-3.558, 3.059, 0.131)  0.079
C (-2.722, 3.607, 1.269)  -0.014
C (-1.399, 3.530, 1.358)  0.016
O (-0.731, 4.141, 2.393)  0.000
C (0.069, 3.304, 3.227)  0.003
H (1.044, 1.922, -4.509)  0.000
H (2.246, 1.084, -3.516)  0.000
H (2.691, 2.600, -4.351)  0.000
H (0.374, 3.979, -4.748)  0.000
H (-0.385, 6.323, -4.739)  0.000
H (-0.106, 7.700, -2.694)  0.000
H (0.908, 6.709, -0.679)  0.000
H (1.748, 4.879, 0.379)  0.000
H (3.677, 2.841, -0.455)  0.000
H (1.797, -1.950, 1.167)  -0.001
H (4.129, -2.594, 1.305)  0.000
H (5.922, -0.998, 0.667)  0.000
H (7.140, 2.523, 0.363)  0.000
H (7.180, 0.796, 0.756)  0.000
H (6.231, 1.909, 1.773)  0.000
H (-0.847, 0.616, -2.310)  0.035
H (-4.243, 1.382, -2.344)  -0.037
H (-4.308, 3.813, -0.131)  -0.012
H (-3.257, 4.056, 2.100)  0.004
H (1.006, 3.823, 3.430)  0.000
H (0.286, 2.344, 2.762)  -0.001
H (-0.458, 3.140, 4.172)  -0.001
C (-4.408, -2.252, 1.795)  -0.001
Si (-5.218, -0.762, 0.982)  0.015
C (-6.275, 0.018, 2.352)  0.004
C (-6.445, -1.265, -0.338)  0.000
C (-4.047, 0.592, 0.375)  0.060
C (-4.285, 1.865, 0.709)  0.022
C (-2.771, 2.691, -1.183)  0.167
C (-1.413, 2.200, -0.738)  -0.063
N (-1.635, 0.826, -0.281)  -0.041
C (-3.046, 0.348, -0.761)  -0.021
S (-3.080, -1.305, -1.404)  0.016
H (-5.173, -2.833, 2.313)  0.000
H (-3.664, -1.956, 2.539)  0.000
H (-3.920, -2.872, 1.048)  0.000
H (-6.953, -0.743, 2.741)  0.000
H (-6.893, 0.837, 1.980)  -0.001
H (-5.702, 0.399, 3.199)  0.000
H (-7.239, -1.880, 0.090)  0.000
H (-5.947, -1.810, -1.136)  0.000
H (-6.907, -0.374, -0.768)  0.000
H (-5.026, 2.109, 1.464)  0.004
H (-2.734, 3.545, -1.861)  -0.047
H (-0.395, 4.001, -0.375)  0.008
C (-0.930, -3.250, 0.881)  0.001
C (-0.120, -2.619, -0.208)  0.007
O (-0.063, -1.410, -0.328)  0.014
C (0.633, -3.461, -1.172)  -0.001
C (1.304, -2.831, -2.217)  -0.002
C (2.046, -3.583, -3.109)  0.001
C (2.127, -4.961, -2.956)  0.000
C (1.466, -5.594, -1.913)  0.000
C (0.714, -4.843, -1.021)  -0.001
H (-1.548, -2.481, 1.331)  -0.003
H (-0.269, -3.705, 1.624)  0.000
H (-1.577, -4.028, 0.476)  0.001
H (1.233, -1.756, -2.306)  0.000
H (2.566, -3.098, -3.924)  0.000
H (2.710, -5.547, -3.655)  0.000
H (1.532, -6.667, -1.797)  0.000
H (0.195, -5.335, -0.210)  0.000
C (-2.811, -0.007, 4.518)  -0.003
N (-1.463, -0.195, 4.022)  -0.001
C (-0.453, -0.662, 4.948)  0.000
C (-1.168, 0.073, 2.750)  -0.002
O (-0.022, -0.015, 2.290)  0.002
H (-2.833, 0.775, 5.280)  0.000
H (-3.191, -0.933, 4.952)  0.000
H (-3.453, 0.284, 3.691)  0.001
H (-0.404, 0.006, 5.811)  0.000
H (0.507, -0.676, 4.442)  0.000
H (-0.699, -1.666, 5.298)  0.000
H (-2.011, 0.409, 2.137)  0.005

Expectation value of S² ... 0.75
2S+1 ... 2
E_LUMO (spin up / spin down) ... 0.23 / 0.23 eV
HOMO-LUMO gap (spin up / spin down) ... 6.4 / 6.4 eV
Max |F| ... 0.5 eV Å⁻¹
Total charge ... 0
HOMO level (spin up / spin down) ... -6.20 / -6.16 eV